[1]
ORCA calculation (ωB97M-V/def2-TZVPD) on a structure of composition C27H28BCoF4N9O.

ORCA input file:
```
! RIJCOSX wB97M-V def2-TZVPD def2/J DEFGRID3
* xyz 0 2
Co 0.04 0.58 0.14
C -2.66 -2.03 3.09
C -2.95 -2.23 1.63
C -3.49 -3.43 1.17
C -3.76 -3.57 -0.18
C -3.49 -2.51 -1.03
C -2.95 -1.34 -0.48
N -2.68 -1.22 0.81
C -2.70 -0.16 -1.36
C -3.51 0.02 -2.47
C -3.37 1.16 -3.25
C -2.42 2.09 -2.89
C -1.61 1.83 -1.80
N -1.74 0.73 -1.05
C -0.57 2.80 -1.37
C -0.24 3.91 -2.13
C 0.67 4.81 -1.62
C 1.17 4.61 -0.35
C 0.83 3.47 0.36
C 1.31 3.30 1.77
N 0.02 2.55 -0.18
H -2.35 -2.96 3.57
H -3.56 -1.69 3.61
H -1.89 -1.28 3.23
H -3.69 -4.23 1.87
H -4.16 -4.49 -0.57
H -3.67 -2.61 -2.09
H -4.28 -0.69 -2.71
H -4.00 1.32 -4.11
H -2.30 3.00 -3.46
H -0.65 4.04 -3.11
H 0.97 5.68 -2.20
H 1.85 5.32 0.11
H 2.01 4.09 2.02
H 1.79 2.33 1.91
H 0.47 3.35 2.46
N 0.27 -3.93 -2.44
C 0.33 -3.35 -1.20
C 0.11 -1.97 -1.08
N 0.21 -1.36 0.08
C 0.47 -2.11 1.17
C 0.62 -3.47 1.04
N 0.56 -4.10 -0.13
H 0.51 -3.34 -3.22
H 0.63 -4.87 -2.48
H -0.12 -1.37 -1.95
H 0.54 -1.60 2.12
H 0.79 -4.08 1.92
N -0.34 0.76 2.05
C -0.53 0.84 3.20
N -0.78 1.00 4.45
C -0.56 -0.01 5.28
N -0.40 -0.87 6.04
F 0.10 0.91 -3.93
B 1.25 0.47 -3.28
F 2.35 1.24 -3.57
F 1.46 -0.90 -3.52
F 0.99 0.59 -1.83
C 4.31 0.63 1.85
C 4.70 0.42 0.38
C 3.36 0.48 -0.37
O 2.33 0.55 0.64
C 2.90 0.08 1.87
H 4.30 1.69 2.10
H 4.98 0.12 2.54
H 5.17 -0.55 0.25
H 5.40 1.18 0.02
H 3.19 -0.41 -0.99
H 3.25 1.35 -1.00
H 2.91 -1.02 1.89
H 2.28 0.43 2.69
*
```

Computed properties:
HOMO energy (alpha / beta), eV: -8.3 / -8.3
Energy relative to the best compared isomer or geometry (same formula, charge and spin), eV: 0.000
LUMO level (alpha / beta), hartree: -0.02494 / -0.02469
Strongest force on any atom, eV Å⁻¹: 0.368
HOMO-LUMO gap (alpha / beta), eV: 7.63 / 7.60

Results of the Löwdin charge analysis, in e, for atoms 1 through 8: atom 1 (Co): 0.577, atom 2 (C): -0.019, atom 3 (C): -0.312, atom 4 (C): -0.019, atom 5 (C): -0.049, atom 6 (C): -0.025, atom 7 (C): -0.234, atom 8 (N): 0.175

---

[2]
ORCA calculation (ωB97M-V/def2-TZVPD) on a cluster of 2 separate species, C7H10 in total at a distorted geometry.

ORCA input file:
```
! RIJCOSX wB97M-V def2-TZVPD def2/J DEFGRID3
* xyz 0 1
C 1.54 -1.34 -0.17
C 0.48 -0.54 -0.11
C -0.99 -0.84 0.08
C -1.55 0.51 -0.37
C -0.52 1.08 -1.28
C 0.57 0.90 -0.18
C -0.66 1.64 0.05
H 1.40 -2.40 -0.05
H 2.54 -0.98 -0.39
H -1.20 -1.10 1.12
H -1.33 -1.64 -0.58
H -2.60 0.74 -0.50
H -0.49 1.47 -2.27
H 1.51 1.41 -0.30
H -0.78 2.66 0.33
H 1.27 -0.99 2.15
H 0.95 -0.61 2.73
*
```

Computed properties:
Structure (SMILES): C=C1C[C@@H]2[C@@H]3[C@H]1[C@H]23.[H][H]
HOMO energy, eV: -8.2
Energy relative to the best compared isomer or geometry (same formula, charge and spin), eV: 4.098
LUMO level, hartree: 0.04228
Strongest force on any atom, eV Å⁻¹: 2.306
HOMO-LUMO gap, eV: 9.33

Results of the Löwdin charge analysis, in e, for atoms 1 through 8: atom 1 (C): -0.007, atom 2 (C): -0.375, atom 3 (C): -0.087, atom 4 (C): -0.168, atom 5 (C): -0.092, atom 6 (C): -0.135, atom 7 (C): -0.121, atom 8 (H): 0.055

---

[3]
ORCA calculation (ωB97M-V/def2-TZVPD) on a structure of composition C12H34BaN2O14S2 at a distorted geometry.

ORCA input file:
```
! RIJCOSX wB97M-V def2-TZVPD def2/J DEFGRID3
* xyz -2 1
Ba -0.32 -0.73 -0.06
S -0.73 -3.65 -2.52
O -0.73 -2.21 -2.16
O -2.00 -3.97 -3.20
O 0.37 -3.88 -3.46
O -0.60 -4.44 -1.28
S 3.00 -0.34 -2.27
O 2.00 -0.10 -1.20
O 4.38 -0.46 -1.71
O 2.66 -1.57 -2.98
O 3.08 0.83 -3.17
C -1.71 1.57 2.41
C -1.08 0.60 3.36
O 0.02 -0.09 2.76
O -2.33 0.80 1.39
H -0.91 2.21 2.01
H -2.41 2.15 3.01
H -1.78 -0.13 3.79
H -0.63 1.19 4.17
H 0.50 -0.61 3.41
H -3.02 1.37 1.04
C -2.27 1.42 -2.20
C -3.14 0.19 -2.20
O -2.97 -0.62 -1.04
O -0.93 0.93 -2.17
H -2.43 2.02 -1.29
H -2.44 1.99 -3.12
H -2.81 -0.45 -3.03
H -4.20 0.41 -2.36
H -3.29 -1.50 -1.27
H -0.34 1.62 -2.50
C 0.57 4.28 0.71
C 0.88 3.21 -0.36
C 2.22 3.43 -1.10
O 2.52 4.76 -1.52
C 1.56 5.25 -2.42
N 0.92 1.89 0.25
H -0.47 4.20 1.02
H 0.74 5.23 0.21
H 1.21 4.16 1.59
H 0.10 3.32 -1.12
H 2.23 2.69 -1.92
H 3.06 3.16 -0.47
H 1.86 6.25 -2.72
H 0.55 5.31 -2.00
H 1.50 4.71 -3.37
H 1.34 1.92 1.18
H 1.55 1.21 -0.19
C -1.27 -4.63 2.81
C -0.68 -3.35 2.19
C 0.81 -3.48 1.97
O 1.39 -2.29 1.44
C 2.73 -2.47 0.99
N -1.35 -3.06 0.93
H -2.36 -4.56 2.87
H -0.90 -4.72 3.84
H -1.03 -5.52 2.22
H -0.85 -2.56 2.94
H 0.91 -4.24 1.18
H 1.37 -3.90 2.81
H 3.37 -2.92 1.76
H 3.16 -1.54 0.63
H 2.73 -3.22 0.19
H -2.33 -3.29 1.04
H -0.99 -3.78 0.26
*
```

Computed properties:
HOMO energy, eV: -0.5
Energy relative to the best compared isomer or geometry (same formula, charge and spin), eV: 0.000
LUMO level, hartree: 0.11233
Strongest force on any atom, eV Å⁻¹: 5.214
HOMO-LUMO gap, eV: 3.56

Results of the Löwdin charge analysis, in e, for atoms 1 through 8: atom 1 (Ba): 2.068, atom 2 (S): 0.187, atom 3 (O): -0.601, atom 4 (O): -0.457, atom 5 (O): -0.388, atom 6 (O): -0.449, atom 7 (S): 0.185, atom 8 (O): -0.607